The following is a DFT calculation (wB97M-V/def2-TZVPD) of a structure of composition C31H32BHgN6O2S4.

```
! wB97M-V def2-TZVPD RIJCOSX def2/J DEFGRID3
* xyz -2 2
H 2.621 0.114 -4.716
H -3.248 2.479 3.379
H 4.817 2.970 -1.701
C 1.987 4.522 1.078
S -2.912 0.396 -1.063
H -3.014 -0.911 2.258
H -5.462 3.504 2.916
H 1.900 -1.028 2.073
C 4.778 0.461 -2.814
C -4.915 1.925 -0.035
H 4.244 1.809 -0.485
H 5.555 1.043 -3.316
C -3.086 1.546 1.471
H 2.236 1.550 -5.673
C 2.876 1.997 -3.681
H 3.084 0.451 3.775
C 2.030 -4.773 2.087
H 0.113 -4.770 -0.743
H -5.366 1.781 -1.009
C 3.319 3.416 -3.990
H 1.544 -8.141 1.648
H 3.210 -5.291 -1.081
C -4.971 2.898 2.165
C -1.555 -4.174 0.484
H 3.932 1.118 -5.371
C 3.971 2.352 -1.391
S 2.996 -2.870 0.296
C 1.381 3.307 0.839
N 2.599 0.779 2.960
N 1.737 5.659 0.408
C 1.963 0.052 2.033
C 3.592 1.342 -2.466
H 2.767 3.789 -4.854
N -0.279 -1.722 0.605
H -3.021 -3.258 1.765
N 2.502 2.106 2.689
H 2.742 4.569 1.858
H 3.129 2.998 -1.139
C 2.578 -4.519 0.803
H -6.528 3.119 0.699
H -2.053 -5.136 0.440
C 1.672 -6.125 2.329
C 2.929 1.136 -4.938
H 5.195 0.046 -1.896
S 1.766 -3.578 3.307
C -1.413 -1.923 1.259
C -2.094 -3.138 1.219
C -0.360 -3.974 -0.184
H 4.387 3.443 -4.222
H 3.121 4.076 -3.147
H 1.237 -6.349 3.295
H -0.568 4.232 -1.628
C -3.660 1.344 0.203
C 1.789 2.110 1.569
C 2.406 -6.853 0.151
Hg -0.451 0.850 -1.085
C 0.249 -2.728 -0.097
C 2.771 -5.545 -0.122
C 0.786 5.487 -0.578
H 4.484 -0.370 -3.454
H 2.556 -7.636 -0.583
C 0.167 4.297 -0.830
O 1.500 2.031 -3.251
C -3.735 2.328 2.424
C -5.562 2.682 0.926
B 1.339 1.104 -2.235
S -1.490 0.885 1.857
N 1.447 0.859 1.134
C 1.565 -2.481 -0.773
H 1.684 -1.420 -0.993
N 0.412 3.146 -0.148
O 2.548 0.514 -1.915
C -1.928 -0.853 2.190
H -1.524 -1.077 3.181
H 1.637 -3.060 -1.694
C 1.845 -7.127 1.400
H 0.531 6.360 -1.172
*
```

Output
Calculated total energy ... -93898.7328 eV
Frontier orbital gap (spin up / spin down) ... 0.1434 / 0.2196 Eh
Energy relative to the best compared isomer or geometry (same formula, charge and spin) ... 6.0 kcal/mol

These are the Mulliken partial charges, in e, on atoms 1 to 6: H 0.33; H 0.37; H 0.35; C -0.18; S -0.48; H 0.56